1.
{"formula": "C26H54IN3O6Si", "method": "the ωB97M-V functional and the def2-TZVPD basis", "symbols": ["I", "Si", "O", "O", "O", "O", "O", "O", "N", "N", "N", "C", "C", "C", "C", "C", "C", "C", "C", "C", "C", "C", "C", "C", "C", "C", "C", "C", "C", "C", "C", "C", "C", "C", "C", "C", "C", "H", "H", "H", "H", "H", "H", "H", "H", "H", "H", "H", "H", "H", "H", "H", "H", "H", "H", "H", "H", "H", "H", "H", "H", "H", "H", "H", "H", "H", "H", "H", "H", "H", "H", "H", "H", "H", "H", "H", "H", "H", "H", "H", "H", "H", "H", "H", "H", "H", "H", "H", "H", "H", "H"], "xyz": [[1.499, -4.209, -0.968], [3.212, 1.420, -0.402], [-2.307, -2.072, -4.425], [-1.986, 3.538, -1.051], [-0.316, -0.546, 0.486], [1.758, -2.186, 1.250], [1.341, 4.588, 1.340], [0.308, 5.506, -0.411], [2.158, -1.250, -0.746], [1.840, 0.870, -1.569], [0.403, -0.789, -2.404], [0.233, 2.702, -1.345], [-2.810, -0.655, 3.373], [-2.947, -3.309, -4.225], [-0.335, -0.070, 3.308], [-0.164, -1.770, -0.184], [2.530, 1.290, 1.312], [-1.553, -0.351, 1.165], [-0.943, 3.407, -2.005], [-4.394, 0.848, 2.034], [-1.109, -2.179, -5.179], [0.819, -1.330, -3.709], [4.743, 0.385, -0.692], [-4.129, -0.560, 2.586], [-0.204, -1.010, -4.814], [1.302, -2.180, -0.029], [1.463, -0.359, -1.607], [1.316, -3.182, 2.175], [2.427, -4.154, 2.554], [-0.583, -1.571, -1.641], [3.645, 3.179, -0.781], [-0.358, 6.191, 1.784], [0.504, 5.366, 0.821], [1.117, 1.908, -2.332], [3.756, -3.463, 2.886], [-1.472, -0.832, 2.606], [-5.289, -0.941, 3.519], [-1.344, -2.175, -6.249], [-4.017, 1.597, 2.736], [2.846, -1.754, -1.295], [-5.448, -0.146, 4.253], [-1.235, -1.906, 2.620], [-0.519, 0.002, 4.384], [2.067, -4.679, 3.445], [0.285, 6.810, 2.410], [-3.905, 1.034, 1.075], [3.733, 3.423, -1.844], [4.685, -0.572, -0.172], [0.936, -2.417, -3.635], [1.544, 0.820, 1.332], [0.316, -0.670, -5.710], [-0.835, -2.509, -2.143], [2.944, 3.867, -0.299], [1.860, 2.540, -2.822], [1.010, -2.640, 3.074], [-0.789, -2.570, 0.237], [4.596, -4.115, 2.638], [-2.364, -0.820, 0.597], [-0.914, 5.519, 2.440], [-2.304, -4.015, -3.683], [-1.735, 0.727, 1.156], [3.823, -3.231, 3.950], [5.587, 0.954, -0.294], [-5.462, 1.005, 1.882], [-6.207, -1.101, 2.952], [-3.846, -3.127, -3.637], [-0.146, 2.006, -0.588], [-5.056, -1.846, 4.086], [3.881, -2.542, 2.318], [-0.846, -0.209, -4.437], [-3.241, -3.776, -5.173], [2.400, 2.313, 1.683], [-0.594, 4.394, -2.313], [-0.630, -3.143, -4.961], [-2.159, 4.471, -0.945], [-2.737, 0.218, 4.032], [0.638, -0.542, 3.173], [4.628, 3.340, -0.322], [-1.055, 6.829, 1.244], [0.808, 3.473, -0.842], [0.431, -3.707, 1.803], [-1.306, 2.874, -2.895], [-4.124, -1.295, 1.773], [3.212, 0.745, 1.969], [-1.505, -0.982, -1.610], [4.934, 0.200, -1.754], [-2.901, -1.519, 4.038], [2.565, -4.916, 1.786], [0.498, 1.450, -3.103], [-0.255, 0.946, 2.916], [1.777, -0.871, -3.961]], "forces_ev_per_a": [[-0.018, 0.004, -0.096], [0.261, 0.273, 0.527], [0.167, -0.057, 0.234], [-0.185, -0.422, -0.327], [0.478, 0.055, 0.023], [0.226, -0.322, -0.111], [0.118, -0.161, 0.074], [-0.158, 0.276, -0.089], [-0.482, -0.243, -0.320], [0.238, -0.338, -0.468], [0.284, -0.240, 0.506], [0.268, -0.490, -0.241], [-0.009, -0.172, 0.009], [-0.210, -0.084, -0.075], [-0.050, -0.119, 0.203], [-0.522, -0.355, -0.052], [-0.157, 0.149, 0.019], [-0.223, 0.127, 0.021], [0.283, 0.221, 0.008], [0.218, -0.149, -0.266], [-0.212, 0.021, -0.018], [-0.401, 0.221, -0.183], [-0.217, -0.189, -0.155], [-0.219, 0.004, 0.300], [-0.027, -0.222, 0.133], [0.111, 0.379, -0.079], [-0.067, 0.666, 0.195], [-0.205, -0.045, 0.482], [0.054, -0.023, 0.101], [-0.367, 0.078, -0.201], [-0.110, 0.013, -0.269], [-0.021, 0.038, -0.071], [0.107, -0.190, -0.085], [-0.415, 0.385, 0.043], [0.002, -0.166, -0.015], [-0.038, 0.200, 0.123], [0.344, -0.001, 0.090], [-0.056, 0.020, 0.013], [-0.169, 0.011, -0.020], [0.311, 0.094, 0.208], [-0.111, 0.004, -0.050], [-0.041, 0.106, -0.193], [0.026, -0.064, -0.082], [-0.007, -0.077, -0.117], [0.010, -0.031, 0.037], [-0.005, 0.009, 0.071], [0.052, 0.008, 0.087], [0.088, 0.053, -0.016], [0.282, 0.036, 0.022], [0.169, -0.103, 0.013], [0.010, 0.080, 0.049], [0.310, 0.044, -0.001], [-0.118, 0.043, -0.006], [-0.035, 0.000, 0.094], [0.011, 0.062, -0.144], [0.011, 0.199, 0.124], [-0.032, 0.029, 0.079], [0.051, -0.063, 0.048], [0.033, -0.014, 0.032], [0.034, 0.026, 0.001], [0.094, -0.073, -0.070], [-0.002, 0.112, -0.060], [-0.022, -0.071, -0.047], [0.013, 0.050, 0.029], [-0.038, 0.077, 0.088], [0.073, 0.022, -0.038], [-0.079, 0.006, -0.120], [-0.118, -0.052, -0.120], [-0.002, 0.002, 0.005], [0.081, 0.086, -0.304], [0.015, 0.022, -0.009], [-0.021, -0.009, 0.003], [-0.093, -0.014, -0.074], [0.105, 0.052, -0.006], [0.147, 0.360, 0.244], [-0.037, 0.005, -0.131], [-0.005, 0.044, -0.117], [-0.054, 0.001, -0.044], [0.006, 0.004, -0.019], [0.088, 0.018, 0.300], [0.097, -0.004, -0.078], [-0.092, -0.149, 0.122], [0.045, 0.043, -0.039], [-0.093, -0.057, -0.022], [-0.050, -0.136, 0.027], [0.062, 0.024, 0.049], [0.093, 0.101, 0.055], [-0.011, 0.155, -0.061], [0.133, -0.144, 0.095], [-0.052, 0.026, 0.080], [0.049, -0.098, 0.039]], "lowdin_charge": [0.946, 0.580, -0.200, -0.060, -0.105, -0.122, -0.087, -0.086, 0.101, 0.046, -0.048, -0.138, -0.146, -0.116, -0.044, -0.334, -0.127, -0.162, -0.263, -0.068, -0.233, -0.143, -0.172, -0.429, -0.128, -0.720, -0.303, -0.233, -0.237, -0.089, -0.150, -0.040, -0.753, -0.124, -0.083, -0.310, -0.088, 0.125, 0.089, 0.103, 0.085, 0.124, 0.084, 0.114, 0.063, 0.065, 0.040, 0.019, 0.089, 0.011, 0.115, 0.098, 0.025, 0.119, 0.118, 0.145, 0.073, 0.123, 0.062, 0.083, 0.135, 0.075, 0.038, 0.076, 0.077, 0.091, 0.117, 0.071, 0.063, 0.122, 0.091, 0.036, 0.113, 0.117, 0.078, 0.119, 0.057, 0.047, 0.058, 0.070, 0.101, 0.109, 0.125, 0.045, 0.141, 0.035, 0.111, 0.056, 0.105, 0.093, 0.129], "molar_mass_g_mol": 659.72, "fmax_ev_per_a": 0.70, "lumo_energy_ev": -0.59}

2.
{"formula": "C26H55BNO5V", "method": "the ωB97M-V functional and the def2-TZVPD basis", "symbols": ["V", "O", "O", "O", "O", "O", "N", "C", "C", "C", "C", "C", "C", "C", "C", "C", "C", "C", "C", "C", "C", "C", "C", "C", "C", "C", "C", "C", "C", "C", "C", "C", "C", "B", "H", "H", "H", "H", "H", "H", "H", "H", "H", "H", "H", "H", "H", "H", "H", "H", "H", "H", "H", "H", "H", "H", "H", "H", "H", "H", "H", "H", "H", "H", "H", "H", "H", "H", "H", "H", "H", "H", "H", "H", "H", "H", "H", "H", "H", "H", "H", "H", "H", "H", "H", "H", "H", "H", "H"], "xyz": [[-8.069, -2.406, 0.431], [-9.692, -1.978, 0.393], [-2.131, 1.543, -0.532], [6.915, 3.112, 0.962], [5.767, 2.792, -0.972], [-6.445, -2.855, 0.413], [-0.837, 0.763, -2.819], [-0.133, 1.268, 1.049], [2.992, -1.124, 1.222], [2.204, 3.463, -1.131], [1.992, -4.285, -1.996], [-4.411, 2.014, 0.130], [-5.213, 1.383, 2.902], [-5.180, 0.725, 0.381], [6.660, 2.398, -0.009], [-2.940, 1.849, 0.571], [7.338, 1.073, -0.219], [3.479, 3.378, -0.285], [1.978, -2.760, -1.896], [3.136, -2.150, -1.109], [4.439, 2.280, -0.762], [-4.535, 2.341, -1.368], [1.361, 0.857, 1.104], [3.123, -2.416, 0.412], [1.393, -5.069, -0.821], [-5.355, 0.279, 1.860], [0.957, 3.848, -0.323], [-4.456, -0.919, 2.196], [1.523, -0.648, 1.282], [-0.410, -5.365, 0.923], [-0.094, 0.633, -1.625], [-0.341, 3.281, -0.882], [0.071, -4.551, -0.284], [-0.697, 1.720, -0.391], [1.808, 1.310, 1.988], [1.928, 1.195, 0.241], [-6.173, 0.830, -0.053], [-0.714, 0.428, 1.435], [0.460, -5.721, 1.468], [-4.678, -0.080, -0.153], [-2.916, 1.024, 1.278], [2.051, -2.374, -2.912], [0.165, -3.518, 0.047], [1.044, -2.374, -1.498], [-5.582, 2.549, -1.571], [-0.292, 2.070, 1.774], [0.871, 4.935, -0.390], [1.114, -0.909, 2.255], [7.115, 0.400, 0.601], [-4.174, 1.626, 3.111], [4.050, 4.298, -0.313], [-3.555, -0.924, 1.589], [3.070, -1.067, -1.235], [-4.869, 2.855, 0.642], [0.972, 0.778, -1.767], [-3.906, 3.172, -1.665], [2.112, -5.160, -0.010], [2.054, 2.532, -1.670], [4.088, -2.441, -1.547], [-5.725, 2.294, 2.606], [4.016, -2.958, 0.710], [-4.277, 1.463, -1.952], [-2.585, 2.749, 1.074], [-1.021, -6.211, 0.630], [-4.184, -0.939, 3.249], [-1.181, 3.937, -0.666], [2.360, 4.244, -1.871], [1.215, -6.086, -1.172], [-0.968, -4.752, 1.624], [4.498, 1.477, -0.028], [-0.685, -4.535, -1.067], [3.228, 3.153, 0.747], [3.603, -0.343, 0.776], [2.255, -3.021, 0.657], [-4.963, -1.856, 1.981], [4.099, 1.827, -1.690], [7.077, 0.620, -1.168], [1.105, 3.632, 0.731], [3.021, -4.610, -2.140], [-0.245, 3.293, -1.971], [-0.271, -0.355, -1.208], [-1.671, 0.196, -2.755], [1.442, -4.556, -2.895], [8.411, 1.231, -0.208], [-5.682, 1.047, 3.823], [-1.156, 1.711, -3.003], [-6.377, -0.084, 1.933], [3.311, -1.296, 2.245], [0.920, -1.187, 0.552]], "forces_ev_per_a": [[-0.131, 0.197, 0.205], [1.094, -0.319, -0.101], [0.796, 0.227, -0.268], [-0.661, -1.485, -2.264], [0.281, -0.133, 0.142], [-0.877, 0.202, -0.135], [-0.322, 0.078, 1.024], [0.483, -0.022, -0.466], [-0.684, -0.331, 0.037], [0.157, 0.418, 0.469], [-0.398, 0.108, 0.244], [0.277, -0.232, -0.850], [-0.269, -0.015, -0.155], [-0.309, 0.101, 0.636], [0.553, 1.637, 2.208], [-0.838, -0.079, -0.074], [0.040, 0.074, -0.347], [0.202, -0.598, -0.205], [0.654, 0.027, -0.212], [-0.398, 0.291, 0.366], [0.049, -0.010, 0.117], [-0.103, -0.321, 0.470], [-0.519, -0.151, 0.596], [0.047, 0.328, -0.165], [-0.060, -0.091, -0.375], [0.279, -0.187, -0.217], [0.081, 0.228, -0.377], [-0.134, -0.130, 0.054], [0.431, 0.163, -0.145], [0.248, 0.220, -0.142], [0.035, -0.906, -1.819], [0.928, -0.277, -1.026], [-0.110, 0.130, 0.485], [-1.401, 0.330, 2.021], [0.295, 0.233, -0.057], [0.048, 0.064, -0.162], [-0.092, 0.032, -0.198], [-0.170, -0.115, 0.009], [0.060, -0.225, 0.114], [-0.014, -0.143, -0.211], [0.277, 0.008, 0.292], [-0.058, 0.089, -0.139], [0.142, 0.175, -0.033], [-0.260, -0.093, 0.067], [-0.088, 0.264, -0.155], [-0.135, 0.199, 0.012], [-0.051, 0.165, 0.201], [-0.185, -0.124, 0.091], [-0.141, -0.081, 0.159], [0.160, 0.050, 0.033], [-0.068, 0.263, 0.124], [0.247, 0.043, 0.074], [0.079, 0.156, -0.140], [0.056, 0.028, 0.438], [0.079, 0.524, 0.243], [0.017, 0.190, -0.121], [0.080, 0.096, 0.181], [-0.088, -0.162, -0.033], [0.127, -0.158, -0.093], [-0.084, 0.164, -0.046], [0.088, -0.169, 0.059], [0.188, -0.035, -0.183], [0.208, 0.134, 0.062], [-0.046, -0.204, 0.016], [0.124, 0.083, 0.144], [-0.338, -0.255, 0.379], [-0.032, -0.115, -0.391], [0.110, -0.204, 0.023], [-0.292, 0.053, -0.015], [-0.079, -0.111, 0.076], [-0.097, -0.044, -0.168], [-0.070, 0.208, 0.214], [0.254, 0.077, 0.059], [0.021, -0.326, 0.133], [-0.062, -0.095, -0.177], [0.080, 0.078, -0.252], [-0.163, -0.072, -0.049], [-0.110, -0.190, 0.154], [0.143, -0.083, -0.142], [-0.104, 0.144, -0.132], [0.004, -0.035, 0.272], [-0.109, -0.032, -0.169], [-0.065, -0.107, -0.141], [0.165, 0.099, 0.070], [0.109, -0.014, 0.234], [0.439, 0.077, -0.415], [-0.306, -0.040, 0.079], [0.345, 0.096, 0.106], [-0.062, -0.036, -0.228]], "lowdin_charge": [1.015, -0.623, -0.012, 0.103, -0.041, -0.613, 0.114, -0.093, -0.187, -0.190, -0.193, -0.327, -0.075, -0.153, -0.493, -0.160, 0.014, -0.148, -0.218, -0.187, -0.168, -0.059, -0.205, -0.188, -0.231, -0.402, -0.198, -0.075, -0.194, -0.099, -0.069, -0.050, -0.271, -0.647, 0.119, 0.078, 0.113, 0.104, 0.067, 0.120, 0.105, 0.108, 0.074, 0.077, 0.080, 0.113, 0.119, 0.119, 0.089, 0.077, 0.123, 0.067, 0.091, 0.128, 0.102, 0.077, 0.100, 0.083, 0.108, 0.074, 0.108, 0.075, 0.138, 0.070, 0.076, 0.109, 0.119, 0.113, 0.066, 0.104, 0.114, 0.103, 0.081, 0.086, 0.041, 0.122, 0.083, 0.102, 0.110, 0.098, 0.109, 0.104, 0.106, 0.090, 0.080, 0.099, 0.105, 0.109, 0.087], "molar_mass_g_mol": 523.48, "fmax_ev_per_a": 2.80, "lumo_energy_ev": -5.20}